The following is a quantum chemistry calculation of a molecular structure, C20H21NO8STi at a distorted geometry, from the OMol25 dataset.

Atoms and positions in Å:
Ti  -0.57  -0.16  -0.31
O  1.05  3.61  0.43
C  0.35  2.57  -0.09
O  0.76  1.35  0.07
C  -0.84  2.76  -0.75
C  -1.54  3.94  -1.12
C  -2.72  3.83  -1.78
C  -3.26  2.53  -2.11
C  -2.56  1.44  -1.74
N  -1.39  1.52  -1.05
C  -2.93  0.00  -1.96
O  -3.76  -0.36  -2.76
O  -2.20  -0.80  -1.19
H  1.83  3.24  0.85
H  -1.13  4.91  -0.88
H  -3.26  4.72  -2.07
H  -4.19  2.42  -2.66
C  -1.44  2.30  5.90
O  -0.30  1.45  5.92
C  -0.03  0.73  4.81
C  1.14  -0.07  4.91
C  1.51  -0.81  3.84
C  0.77  -0.82  2.62
C  1.20  -1.59  1.51
C  2.42  -2.46  1.56
O  0.62  -1.59  0.39
C  -0.44  -0.02  2.54
O  -1.18  0.03  1.51
C  -0.80  0.75  3.68
H  -1.45  2.80  6.86
H  -2.36  1.72  5.77
H  -1.36  3.04  5.10
H  1.70  -0.06  5.83
H  2.40  -1.41  3.93
H  2.93  -2.51  2.51
H  3.11  -2.09  0.80
H  2.12  -3.47  1.25
H  -1.69  1.34  3.58
O  0.38  -0.53  -2.28
S  0.02  -1.73  -3.13
C  0.81  -1.44  -4.73
C  1.29  -2.81  -5.18
C  2.04  -3.39  -3.97
C  1.22  -3.05  -2.72
H  1.63  -0.75  -4.54
H  0.08  -0.97  -5.40
H  1.92  -2.74  -6.06
H  0.44  -3.44  -5.44
H  3.02  -2.93  -3.90
H  2.19  -4.46  -4.07
H  1.81  -2.65  -1.90
H  0.64  -3.90  -2.35

Computed properties:
ΔE to the lowest compared entry with this formula, charge and spin, eV: 0.4398
Lowest unoccupied orbital energy (spin up / spin down), Ha: -0.0084 / -0.0092
Largest force on an atom, hartree/bohr: 0.0676
HOMO energy (spin up / spin down), eV: -5.30 / -5.30
Electronic energy, eV: -72904.5212
Orbital gap (spin up / spin down), eV: 5.1 / 5.0